Molecular formula: C4H12O
Method: DFT, the ωB97M-V functional and the def2-TZVPD basis

Each line ends with the natural charge from an NBO analysis.
Element x y z (Å)
C -4.597 -3.465 -0.261  -0.61
C -4.634 -3.966 -1.699  -0.61
H -3.868 -2.640 -0.153  0.20
H -5.488 -2.891 -0.023  0.20
H -4.419 -4.210 0.511  0.21
H -4.570 -3.212 -2.474  0.21
H -5.627 -4.415 -1.823  0.20
H -3.894 -4.750 -1.833  0.20
C 4.116 3.773 1.251  -0.07
O 4.520 3.201 2.535  -0.71
C 3.773 2.872 0.026  -0.65
H 4.922 4.467 1.009  0.16
H 3.182 4.277 1.503  0.17
H 5.229 2.621 2.223  0.45
H 2.967 2.170 0.257  0.23
H 4.733 2.467 -0.343  0.20
H 3.655 3.702 -0.707  0.22

As for the net charge: 0. For the total energy, the calculation gives -234.79222 Eh. The energy relative to the best compared isomer or geometry (same formula, charge and spin) comes out at 106.1 kJ/mol. As for the structure (SMILES): CCO.CC.

***

Molecular formula: C4H12O
Method: DFT, the ωB97M-V functional and the def2-TZVPD basis

Each line ends with the natural charge from an NBO analysis.
Element x y z (Å)
C -0.539 -0.837 0.346  -0.62
C 1.003 -0.546 -2.795  -0.61
C 1.400 -1.140 -1.316  -0.38
C 0.854 -0.221 -0.152  -0.40
H -0.541 -1.018 1.441  0.21
H -0.793 -1.764 -0.010  0.20
H -1.251 -0.065 -0.052  0.21
H 0.956 0.488 -2.615  0.20
H -0.026 -0.759 -3.158  0.20
H 1.809 -0.972 -3.545  0.21
H 2.417 -0.939 -1.332  0.18
H 1.351 -2.188 -1.325  0.20
H 1.675 -0.424 0.540  0.20
H 0.813 0.827 -0.393  0.20
H -3.876 3.149 4.818  0.47
H -2.324 2.941 4.418  0.47
O -2.929 3.468 5.129  -0.94

As for the net charge: 0. For the total energy, the calculation gives -234.76235 Eh. The energy relative to the best compared isomer or geometry (same formula, charge and spin) comes out at 184.5 kJ/mol. As for the structure (SMILES): CCCC.O.

***

Molecular formula: C4H12O2
Method: DFT, the ωB97M-V functional and the def2-TZVPD basis

Each line ends with the Löwdin charge.
Element x y z (Å)
C 0.865 1.681 -1.381  -0.04
C 0.670 0.639 -0.219  -0.07
C -0.304 0.931 0.806  -0.07
C -0.283 -0.057 1.967  -0.05
H 1.560 1.407 -2.223  0.09
H -0.125 1.837 -1.893  0.10
H 1.255 2.630 -1.053  0.06
H 1.367 -0.143 -0.145  0.11
H -0.805 1.876 0.884  0.14
H 0.593 0.038 2.639  0.10
H -1.203 -0.010 2.596  0.10
H -0.191 -1.034 1.554  0.05
H 0.395 -3.139 -0.902  0.00
H -0.254 -1.671 -0.502  -0.07
O 0.550 -2.373 -0.336  -0.21
H -0.548 0.272 -0.246  0.12
H -2.065 -1.818 -0.839  -0.02
O -1.479 -1.064 -0.708  -0.36

As for the net charge: 0. For the total energy, the calculation gives -309.92218 Eh. The energy relative to the best compared isomer or geometry (same formula, charge and spin) comes out at 395.8 kJ/mol.

***

Molecular formula: C4H12O2
Method: DFT, the ωB97M-V functional and the def2-TZVPD basis

Each line ends with the natural charge from an NBO analysis.
Element x y z (Å)
O -1.091 -3.476 1.513  -0.56
C -2.004 -2.732 2.359  -0.25
C 0.207 -2.881 1.341  -0.25
H -3.011 -3.151 2.195  0.20
H -1.994 -1.689 2.001  0.16
H -1.794 -2.734 3.441  0.17
H 0.000 -2.083 0.608  0.17
H 1.019 -3.516 0.951  0.20
H 0.545 -2.415 2.282  0.17
O 0.747 2.165 -2.443  -0.56
C 0.100 2.151 -1.164  -0.25
C 1.685 3.262 -2.654  -0.25
H -0.143 1.112 -0.882  0.19
H -0.831 2.742 -1.163  0.17
H 0.784 2.570 -0.408  0.16
H 1.142 4.202 -2.461  0.17
H 2.179 3.335 -3.637  0.20
H 2.460 3.138 -1.878  0.17

As for the net charge: 0. For the total energy, the calculation gives -309.99480 Eh. The energy relative to the best compared isomer or geometry (same formula, charge and spin) comes out at 205.1 kJ/mol. As for the structure (SMILES): COC.COC.

***

Molecular formula: C4H12O2
Method: DFT, the ωB97M-V functional and the def2-TZVPD basis

Each line ends with the natural charge from an NBO analysis.
Element x y z (Å)
C 0.732 1.622 1.388  -0.65
C 1.838 0.841 0.691  -0.06
O 1.311 0.082 -0.361  -0.75
H 0.116 1.108 2.126  0.22
H 0.186 2.231 0.667  0.23
H 1.134 2.444 1.980  0.22
H 2.377 0.235 1.420  0.16
H 2.535 1.456 0.122  0.17
H 2.008 -0.316 -0.887  0.48
C -1.192 -1.942 -1.135  -0.65
C -1.806 -0.677 -0.478  -0.07
O -1.268 0.486 -1.002  -0.76
H -1.695 -2.822 -0.734  0.20
H -0.145 -2.170 -0.935  0.22
H -1.538 -2.022 -2.166  0.21
H -1.406 -0.509 0.522  0.15
H -2.874 -0.543 -0.308  0.19
H -0.312 0.496 -0.911  0.49

As for the net charge: 0. For the total energy, the calculation gives -310.02142 Eh. The energy relative to the best compared isomer or geometry (same formula, charge and spin) comes out at 135.2 kJ/mol. As for the structure (SMILES): CCO.CCO.

***

Molecular formula: C4H12O2S2
Method: DFT, the ωB97M-V functional and the def2-TZVPD basis

Each line ends with the natural charge from an NBO analysis.
Element x y z (Å)
C -0.436 -1.057 -0.147  -0.45
C -0.501 -2.590 0.255  -0.05
O -0.983 -2.790 1.562  -0.71
C 0.375 -0.329 0.908  -0.51
S 0.160 1.493 0.702  0.06
S 1.106 2.130 2.357  0.08
C 2.553 3.052 1.748  -0.74
H 0.180 -1.081 -1.052  0.21
H -1.442 -0.732 -0.405  0.21
H -1.056 -3.080 -0.551  0.17
H 0.543 -2.930 0.367  0.18
H -1.756 -2.223 1.708  0.46
H 1.426 -0.534 0.725  0.22
H 0.019 -0.548 1.900  0.23
H 3.273 2.473 1.155  0.22
H 2.248 3.821 1.050  0.22
H 3.015 3.441 2.652  0.23
H -3.223 0.873 -5.617  0.47
H -2.886 0.285 -4.188  0.47
O -2.616 0.326 -5.129  -0.95

As for the net charge: 0. For the total energy, the calculation gives -1106.43017 Eh. The energy relative to the best compared isomer or geometry (same formula, charge and spin) comes out at 29.2 kJ/mol. As for the structure (SMILES): CSSCCCO.O.

***

Molecular formula: C4H12O2S2
Method: DFT, the ωB97M-V functional and the def2-TZVPD basis

Each line ends with the natural charge from an NBO analysis.
Element x y z (Å)
C -0.374 -1.550 0.663  -0.46
C 0.832 -1.771 -0.265  -0.06
O 1.592 -2.906 0.129  -0.73
C -0.069 -0.595 1.796  -0.49
S 0.207 1.234 1.475  0.04
S 0.554 1.678 -0.454  0.08
C -0.952 2.402 -1.138  -0.75
H -1.258 -1.328 0.082  0.23
H -0.615 -2.512 1.126  0.23
H 0.477 -1.996 -1.279  0.15
H 1.440 -0.891 -0.399  0.18
H 2.285 -2.649 0.746  0.47
H 0.878 -0.833 2.268  0.21
H -0.894 -0.564 2.491  0.23
H -1.367 3.112 -0.438  0.22
H -0.593 2.964 -2.005  0.22
H -1.691 1.685 -1.469  0.23
H -2.109 -1.079 -3.385  0.47
H -1.041 -1.170 -2.352  0.47
O -1.980 -0.965 -2.434  -0.94

As for the net charge: 0. For the total energy, the calculation gives -1106.43491 Eh. The energy relative to the best compared isomer or geometry (same formula, charge and spin) comes out at 16.8 kJ/mol. As for the structure (SMILES): CSSCCCO.O.

***

Molecular formula: C4H12O3
Method: DFT, the ωB97M-V functional and the def2-TZVPD basis

Each line ends with the natural charge from an NBO analysis.
Element x y z (Å)
C 0.163 1.029 1.435  0.02
C 1.216 0.089 0.886  -0.31
C 1.998 -0.721 1.917  -0.61
C 2.189 0.817 -0.111  -0.63
O -1.091 0.977 1.092  -0.83
H 0.545 1.881 2.034  0.07
H 0.645 -0.642 0.311  0.19
H 2.911 -1.186 1.498  0.17
H 1.428 -1.609 2.224  0.20
H 2.259 -0.164 2.821  0.19
H 2.146 0.392 -1.114  0.19
H 3.196 0.829 0.310  0.18
H 1.875 1.858 -0.217  0.21
H -3.378 -1.492 -3.645  0.48
H -4.795 -0.887 -3.594  0.47
O -4.308 -1.718 -3.545  -0.95
H -3.116 0.333 -0.672  0.46
H -1.555 0.211 -0.527  0.52
O -2.330 0.000 -1.101  -1.02

As for the net charge: -1. For the total energy, the calculation gives -385.28227 Eh. As for the spin multiplicity: 2. The energy relative to the best compared isomer or geometry (same formula, charge and spin) comes out at 42.1 kJ/mol.

***

Molecular formula: C4H12O3
Method: DFT, the ωB97M-V functional and the def2-TZVPD basis

Each line ends with the natural charge from an NBO analysis.
Element x y z (Å)
O -0.223 -0.703 2.859  -0.51
C -0.361 -0.131 1.768  0.44
C 0.445 -0.395 0.576  -0.52
C -0.230 0.349 -0.608  -0.40
C 0.488 0.119 -1.903  -0.61
H -1.097 0.653 1.570  0.10
H 1.468 0.023 0.761  0.23
H 0.633 -1.415 0.398  0.24
H -1.205 -0.134 -0.745  0.20
H -0.431 1.361 -0.137  0.20
H -0.134 0.169 -2.769  0.22
H 1.032 -0.898 -1.816  0.21
H 1.388 0.768 -1.993  0.20
H -4.683 0.835 3.653  0.46
H -5.993 0.719 3.217  0.46
O -5.489 0.674 4.104  -0.91
H 5.305 -0.449 -2.578  0.45
H 4.231 -0.435 -3.298  0.45
O 4.855 -1.112 -3.062  -0.91

As for the net charge: 0. For the total energy, the calculation gives -385.25697 Eh. The energy relative to the best compared isomer or geometry (same formula, charge and spin) comes out at 170.1 kJ/mol. As for the structure (SMILES): CCCC=O.O.O.

***

Molecular formula: C4H12O3
Method: DFT, the ωB97M-V functional and the def2-TZVPD basis

Each line ends with the natural charge from an NBO analysis.
Element x y z (Å)
C -0.231 0.413 1.465  -0.06
O -1.108 0.494 2.567  -0.72
C -0.535 1.476 0.413  -0.42
C 0.285 1.422 -0.875  -0.43
C 0.206 0.121 -1.637  -0.07
O 1.453 -0.572 -1.555  -0.74
H -0.215 -0.584 1.013  0.14
H 0.762 0.578 1.867  0.18
H -1.948 0.071 2.370  0.47
H -1.609 1.499 0.209  0.19
H -0.348 2.440 0.885  0.21
H -0.020 2.266 -1.494  0.21
H 1.341 1.597 -0.626  0.22
H -0.636 -0.479 -1.290  0.17
H 0.088 0.316 -2.701  0.17
H 1.393 -1.499 -1.321  0.47
H 0.536 -3.911 -0.015  0.47
H 0.611 -2.485 0.488  0.46
O -0.026 -3.164 0.236  -0.93

As for the net charge: 0. For the total energy, the calculation gives -385.29333 Eh. The energy relative to the best compared isomer or geometry (same formula, charge and spin) comes out at 74.6 kJ/mol. As for the structure (SMILES): OCCCCO.O.

***

Look up the net charge of the first one.
0

***

What did the fourth record say?
Molecular formula: C4H12O2
Method: DFT, the ωB97M-V functional and the def2-TZVPD basis

Each line ends with the natural charge from an NBO analysis.
Element x y z (Å)
O -1.091 -3.476 1.513  -0.56
C -2.004 -2.732 2.359  -0.25
C 0.207 -2.881 1.341  -0.25
H -3.011 -3.151 2.195  0.20
H -1.994 -1.689 2.001  0.16
H -1.794 -2.734 3.441  0.17
H 0.000 -2.083 0.608  0.17
H 1.019 -3.516 0.951  0.20
H 0.545 -2.415 2.282  0.17
O 0.747 2.165 -2.443  -0.56
C 0.100 2.151 -1.164  -0.25
C 1.685 3.262 -2.654  -0.25
H -0.143 1.112 -0.882  0.19
H -0.831 2.742 -1.163  0.17
H 0.784 2.570 -0.408  0.16
H 1.142 4.202 -2.461  0.17
H 2.179 3.335 -3.637  0.20
H 2.460 3.138 -1.878  0.17

As for the net charge: 0. For the total energy, the calculation gives -309.99480 Eh. The energy relative to the best compared isomer or geometry (same formula, charge and spin) comes out at 205.1 kJ/mol. As for the structure (SMILES): COC.COC.

***

Among the records above, which one has the highest energy relative to the best compared isomer or geometry (same formula, charge and spin)?
number 3